Computed, not measured: a 2-piece molecular cluster, C2H6Br2N overall at a distorted geometry, with ωB97M-V with the def2-TZVPD basis set.

Values from the calculation:
HOMO (alpha / beta)   -12.8 / -13.3 eV
Lowest unoccupied orbital energy (alpha / beta)   -5.05 / -4.41 eV
ΔE to the lowest compared entry with this formula, charge and spin   75.3 kcal/mol
Charge   +1
Frontier orbital gap (alpha / beta)   7.758 / 8.907 eV

```
11
Properties=species:S:1:pos:R:3:mulliken_charge:R:1
C 0.98 -1.76 0.24 -0.649
C -0.92 0.09 0.19 -0.472
N -0.39 1.12 -0.68 -0.157
Br 2.39 -0.62 -0.26 -0.047
Br -2.50 -0.78 -0.17 0.051
H 0.36 -2.30 -0.45 0.451
H 1.05 -1.82 1.28 0.405
H -0.70 0.19 1.29 0.421
H 0.64 0.83 -0.83 0.206
H -0.85 1.09 -1.66 0.421
H -0.65 2.06 -0.32 0.371
```

---

Computed, not measured: a 2-piece molecular cluster, C2H6BrClO2Si overall at a distorted geometry, with ωB97M-V with the def2-TZVPD basis set.

Values from the calculation:
HOMO (alpha / beta)   -8.3 / -8.3 eV
Lowest unoccupied orbital energy (alpha / beta)   -1.65 / -1.65 eV
ΔE to the lowest compared entry with this formula, charge and spin   104.9 kcal/mol
Frontier orbital gap (alpha / beta)   6.642 / 6.639 eV

```
13
Properties=species:S:1:pos:R:3:mulliken_charge:R:1
C 0.98 1.69 -1.13 -0.506
C 0.22 -1.35 1.08 -0.469
O 0.54 0.46 -1.48 -0.613
O -1.17 -1.26 0.78 -0.186
Si -1.96 -0.53 -0.43 0.711
Cl -2.88 -1.82 -1.65 -0.135
Br -3.08 1.18 0.37 -0.137
H 0.30 2.14 -0.38 0.192
H 1.20 2.43 -1.97 0.221
H 2.03 1.57 -0.68 0.194
H 0.45 -0.91 2.09 0.232
H 0.94 -0.75 0.33 0.199
H 0.52 -2.34 1.10 0.298
```

---

Computed, not measured: C2H6BrO2V as an isolated structure at a distorted geometry, with ωB97M-V with the def2-TZVPD basis set.

Values from the calculation:
HOMO (alpha / beta)   -13.4 / -13.4 eV
Lowest unoccupied orbital energy (alpha / beta)   -7.89 / -7.48 eV
Multiplicity   2
ΔE to the lowest compared entry with this formula, charge and spin   9.0 kcal/mol
Charge   +1
Frontier orbital gap (alpha / beta)   5.469 / 5.879 eV

```
12
Properties=species:S:1:pos:R:3:lowdin_spin:R:1
O -19.95 -19.84 22.47 -0.159
V -19.27 -19.57 21.08 1.155
Br -17.34 -19.34 21.75 0.005
C -16.31 -19.90 24.84 0.000
C -15.08 -19.98 23.98 -0.001
O -14.81 -18.73 23.48 0.001
H -16.44 -19.03 25.49 0.000
H -16.58 -20.81 25.37 0.000
H -17.20 -19.65 24.25 0.000
H -15.22 -20.66 23.13 -0.001
H -14.23 -20.33 24.57 0.000
H -15.47 -18.58 22.80 0.000
```

---

Computed, not measured: an isolated ion of composition C2H6BrOS and charge +1 at a distorted geometry, with ωB97M-V with the def2-TZVPD basis set.

Values from the calculation:
HOMO   -16.3 eV
Lowest unoccupied orbital energy   -5.65 eV
ΔE to the lowest compared entry with this formula, charge and spin   0.0 kcal/mol
Charge   +1
Frontier orbital gap   10.668 eV

```
11
Properties=species:S:1:pos:R:3:mulliken_charge:R:1
C -1.18 0.91 -0.41 -0.862
C 0.60 -1.25 0.75 -0.823
O 1.21 1.38 0.74 -0.453
S 0.56 0.40 -0.04 0.930
Br 1.60 0.22 -1.94 0.039
H -1.37 0.71 -1.51 0.390
H -1.35 1.95 -0.38 0.367
H -1.79 0.34 0.21 0.341
H -0.47 -1.53 0.77 0.324
H 1.09 -1.07 1.64 0.352
H 1.11 -2.06 0.18 0.395
```

---

Computed, not measured: a 2-piece molecular cluster, C2H6BrPS overall at a distorted geometry, with ωB97M-V with the def2-TZVPD basis set.

Values from the calculation:
HOMO (alpha / beta)   -8.7 / -8.9 eV
Lowest unoccupied orbital energy (alpha / beta)   -0.13 / -2.16 eV
ΔE to the lowest compared entry with this formula, charge and spin   71.4 kcal/mol
Frontier orbital gap (alpha / beta)   8.548 / 6.704 eV

```
11
Properties=species:S:1:pos:R:3:mulliken_charge:R:1
C -1.45 -0.08 1.30 -0.849
C 2.20 -0.70 -1.01 -0.971
P -0.56 0.78 -0.11 0.348
S -0.81 2.75 -0.11 -0.294
Br -1.38 -0.33 -1.86 -0.167
H -1.27 -1.16 1.37 0.341
H -0.72 0.38 2.15 0.253
H -2.45 0.30 1.65 0.324
H 1.77 -0.45 -2.01 0.258
H 3.08 -0.13 -0.90 0.321
H 1.59 -1.36 -0.47 0.436
```

---

Computed, not measured: C2H6Cl2NOP as an isolated structure at a distorted geometry, with ωB97M-V with the def2-TZVPD basis set.

Values from the calculation:
HOMO (alpha / beta)   -9.6 / -9.6 eV
Lowest unoccupied orbital energy (alpha / beta)   -1.15 / -1.15 eV
ΔE to the lowest compared entry with this formula, charge and spin   64.4 kcal/mol
Frontier orbital gap (alpha / beta)   8.486 / 8.487 eV

```
13
Properties=species:S:1:pos:R:3:mulliken_charge:R:1
C -1.23 -0.87 0.80 -0.889
C 0.39 0.74 0.03 -0.773
N -0.48 -0.38 -0.33 -0.263
O -3.66 0.60 -0.17 -0.487
P -2.58 0.36 -1.12 0.854
Cl -2.87 -1.19 -2.36 -0.181
Cl -2.36 1.83 -2.52 -0.216
H -0.44 -1.16 1.54 0.362
H -2.01 -0.26 1.39 0.338
H -1.75 -1.84 0.56 0.312
H 0.65 1.26 -0.86 0.338
H 0.09 1.51 0.85 0.278
H 1.28 0.21 0.51 0.327
```

---

Computed, not measured: a 2-piece molecular cluster, C2H6Cl2NPS overall at a distorted geometry, with ωB97M-V with the def2-TZVPD basis set.

Values from the calculation:
HOMO   -9.2 eV
Lowest unoccupied orbital energy   0.77 eV
ΔE to the lowest compared entry with this formula, charge and spin   38.0 kcal/mol
Structure (SMILES)   SP(Cl)Cl.C=NC
Frontier orbital gap   9.955 eV

```
13
Properties=species:S:1:pos:R:3:mulliken_charge:R:1
S -3.85 -0.60 0.77 -0.231
P -1.96 -0.37 -0.05 0.462
Cl -2.05 1.54 -0.77 -0.209
Cl -2.12 -1.29 -1.78 -0.202
H -3.20 -0.76 1.83 0.151
C 1.71 0.94 -1.05 -0.384
N 1.01 0.23 -0.35 -0.085
C 1.51 -0.43 0.77 -0.787
H 1.24 1.69 -1.84 0.176
H 2.79 0.96 -0.91 0.287
H 0.62 -0.56 1.39 0.227
H 1.95 -1.47 0.65 0.277
H 2.35 0.11 1.35 0.320
```

---

Computed, not measured: C2H6ClN as an isolated structure at a distorted geometry, with ωB97M-V with the def2-TZVPD basis set.

Values from the calculation:
HOMO   -9.6 eV
Lowest unoccupied orbital energy   0.20 eV
ΔE to the lowest compared entry with this formula, charge and spin   167.7 kcal/mol
Frontier orbital gap   9.831 eV

```
10
Properties=species:S:1:pos:R:3:mulliken_charge:R:1
C 1.36 0.58 0.15 -0.419
C -0.08 0.95 -0.11 -0.360
H 2.68 -0.96 -0.52 0.276
H 1.01 -1.83 0.89 0.254
H 2.19 0.97 -0.77 0.271
H 2.07 1.03 1.38 0.224
H -0.57 1.70 0.76 0.240
H -0.11 1.47 -1.18 0.251
N 1.24 -1.03 -0.15 -0.567
Cl -1.39 -0.25 0.01 -0.170
```

---

Computed, not measured: one molecule with the formula C2H6ClN at a distorted geometry, with ωB97M-V with the def2-TZVPD basis set.

Values from the calculation:
HOMO   -9.7 eV
Lowest unoccupied orbital energy   1.04 eV
ΔE to the lowest compared entry with this formula, charge and spin   29.4 kcal/mol
Structure (SMILES)   NCCCl
Frontier orbital gap   10.738 eV

```
10
Properties=species:S:1:pos:R:3:mulliken_charge:R:1
N -1.13 -0.95 0.28 -0.607
C -0.46 0.32 -0.31 -0.552
C 0.96 0.59 0.35 -0.440
Cl 2.14 -0.59 -0.07 -0.182
H -1.83 -1.01 -0.60 0.268
H -0.39 -1.80 0.38 0.254
H -1.22 1.03 -0.05 0.355
H -0.20 0.26 -1.39 0.311
H 1.29 1.58 -0.04 0.296
H 0.84 0.58 1.45 0.298
```

---

Computed, not measured: one molecule with the formula C2H6ClN3 at a distorted geometry, with ωB97M-V with the def2-TZVPD basis set.

Values from the calculation:
HOMO   -9.6 eV
Lowest unoccupied orbital energy   0.79 eV
ΔE to the lowest compared entry with this formula, charge and spin   14.3 kcal/mol
Structure (SMILES)   [H]/N=C(/CCl)NN
Frontier orbital gap   10.420 eV

```
12
Properties=species:S:1:pos:R:3:mulliken_charge:R:1
H -0.56 -1.65 -1.21 0.329
N -1.22 -1.01 -0.70 -0.628
C -0.57 -0.21 0.04 0.324
C -1.32 0.80 0.83 -0.340
Cl -0.58 2.46 0.68 -0.248
N 0.82 -0.16 0.22 -0.148
N 1.54 -0.88 -0.77 -0.614
H -1.33 0.60 1.90 0.264
H -2.28 0.91 0.37 0.320
H 1.12 0.80 0.24 0.259
H 2.27 -1.46 -0.28 0.247
H 2.09 -0.19 -1.33 0.235
```

---

Computed, not measured: a 2-piece molecular cluster, C2H6ClOPS overall at a distorted geometry, with ωB97M-V with the def2-TZVPD basis set.

Values from the calculation:
HOMO   -8.8 eV
Lowest unoccupied orbital energy   0.67 eV
ΔE to the lowest compared entry with this formula, charge and spin   46.5 kcal/mol
Structure (SMILES)   CP(S)Cl.C=O
Frontier orbital gap   9.505 eV

```
12
Properties=species:S:1:pos:R:3:mulliken_charge:R:1
C 0.74 -0.21 0.38 -1.059
P 1.60 -0.93 -1.01 0.207
S 0.88 -2.96 -0.63 -0.286
Cl 0.39 -0.03 -2.33 -0.180
H 1.17 -0.33 1.29 0.490
H 0.62 0.81 0.25 0.362
H -0.30 -0.57 0.13 0.319
H 1.20 -3.39 -1.89 0.161
C -2.48 1.65 -0.75 -0.066
O -1.52 1.73 -0.05 -0.354
H -3.42 2.18 -0.50 0.263
H -2.56 1.12 -1.81 0.145
```

---

Computed, not measured: C2H6F2OSSn as an isolated structure at a distorted geometry, with ωB97M-V with the def2-TZVPD basis set.

Values from the calculation:
HOMO   -9.9 eV
Lowest unoccupied orbital energy   -3.15 eV
ΔE to the lowest compared entry with this formula, charge and spin   5.7 kcal/mol
Frontier orbital gap   6.752 eV

```
13
Properties=species:S:1:pos:R:3:mulliken_charge:R:1
Sn 2.07 -2.48 -0.82 1.366
F 2.68 -0.71 -3.17 -0.707
F -0.82 -3.01 -1.24 -0.690
C -0.93 1.34 1.53 -0.957
S -0.67 -0.36 0.92 0.605
O 0.49 -0.98 1.72 -0.652
C -0.07 0.19 -0.74 -0.902
H -1.20 1.35 2.58 0.331
H -1.67 1.82 0.88 0.357
H -0.04 1.97 1.51 0.325
H 0.98 0.51 -0.67 0.308
H -0.62 1.05 -1.13 0.379
H -0.19 -0.70 -1.35 0.236
```

---

Computed, not measured: C2H6FLuO2 as an isolated structure at a distorted geometry, with ωB97M-V with the def2-TZVPD basis set.

Values from the calculation:
HOMO (alpha / beta)   -12.1 / -14.6 eV
Lowest unoccupied orbital energy (alpha / beta)   -4.62 / -6.13 eV
Multiplicity   2
Charge   +1
Frontier orbital gap (alpha / beta)   7.504 / 8.441 eV

```
12
Properties=species:S:1:pos:R:3:lowdin_spin:R:1
C 0.88 -0.93 1.44 0.008
O -0.03 -0.49 0.45 0.104
C 0.53 0.08 -0.75 0.017
O -0.54 0.16 -1.60 0.086
Lu -2.19 -0.80 -0.44 0.746
H 0.28 -1.32 2.27 0.003
H 1.52 -1.73 1.04 0.000
H 1.49 -0.08 1.78 0.000
H 1.32 -0.60 -1.11 0.001
H 0.94 1.07 -0.49 0.001
H -1.67 2.10 -1.53 0.004
F -2.54 2.54 -1.05 0.030
```

---

Computed, not measured: a 2-piece molecular cluster, C2H6FN overall at a distorted geometry, with ωB97M-V with the def2-TZVPD basis set.

Values from the calculation:
HOMO (alpha / beta)   -5.6 / -10.8 eV
Lowest unoccupied orbital energy (alpha / beta)   1.10 / -2.66 eV
Multiplicity   3
ΔE to the lowest compared entry with this formula, charge and spin   13.9 kcal/mol
Frontier orbital gap (alpha / beta)   6.690 / 8.173 eV

```
10
Properties=species:S:1:pos:R:3:lowdin_spin:R:1
C 0.15 1.04 0.09 0.110
C 0.93 -1.14 -0.09 0.636
N 0.24 -0.31 0.55 1.007
F -3.15 -0.18 -0.03 0.004
H -0.90 1.28 -0.08 0.008
H 0.52 1.69 0.88 0.010
H 0.72 1.23 -0.83 0.034
H 0.98 -2.16 0.27 0.078
H -2.45 -0.49 0.51 0.003
H 1.49 -0.90 -1.00 0.109
```

---

Computed, not measured: an isolated ion of composition C2H6FO6P3 and charge -2 at a distorted geometry, with ωB97M-V with the def2-TZVPD basis set.

Values from the calculation:
HOMO   -0.4 eV
Lowest unoccupied orbital energy   6.28 eV
ΔE to the lowest compared entry with this formula, charge and spin   0.0 kcal/mol
Charge   -2
Structure (SMILES)   COP(O)OP([O-])[C@@H](F)P([O-])O
Frontier orbital gap   6.664 eV

```
18
Properties=species:S:1:pos:R:3:mulliken_charge:R:1
C 1.21 -2.19 -0.06 -0.217
O 0.38 -2.79 -0.95 -0.261
P -1.05 -1.87 -1.33 -0.734
O -0.38 -0.59 -2.14 -0.419
O -1.41 -1.23 0.02 0.468
P -1.43 -0.70 1.88 -0.065
O -2.85 -0.76 2.25 -0.613
C -1.30 1.15 1.54 0.138
F -1.69 1.49 2.87 -0.300
P 0.14 2.15 0.89 -0.271
O -0.33 3.54 1.05 -0.609
O -0.24 1.63 -0.75 -0.469
H 1.35 -2.95 0.82 0.157
H 0.86 -1.12 0.24 -0.085
H 2.16 -2.01 -0.40 0.248
H -0.27 0.27 -1.44 0.467
H -2.36 1.23 1.15 0.243
H -1.24 1.61 -0.85 0.322
```

---

Computed, not measured: C2H6FOSSn as an isolated structure at a distorted geometry, with ωB97M-V with the def2-TZVPD basis set.

Values from the calculation:
HOMO   -13.9 eV
Lowest unoccupied orbital energy   -7.30 eV
ΔE to the lowest compared entry with this formula, charge and spin   0.0 kcal/mol
Charge   +1
Frontier orbital gap   6.639 eV

```
12
Properties=species:S:1:pos:R:3:mulliken_charge:R:1
Sn 6.21 12.95 -22.08 1.523
F 8.59 12.35 -23.46 -0.624
C 1.49 15.61 -21.93 -1.007
S 3.18 16.03 -21.40 0.479
O 3.94 14.75 -21.82 -0.614
C 3.50 17.13 -22.82 -0.797
H 1.04 14.72 -21.50 0.315
H 1.51 15.55 -23.02 0.367
H 0.76 16.42 -21.85 0.427
H 3.97 16.43 -23.51 0.301
H 4.26 17.88 -22.60 0.322
H 2.55 17.55 -23.12 0.308
```

---

Computed, not measured: a 2-piece molecular cluster, C2H6FP overall at a distorted geometry, with ωB97M-V with the def2-TZVPD basis set.

Values from the calculation:
HOMO (alpha / beta)   -8.2 / -8.6 eV
Lowest unoccupied orbital energy (alpha / beta)   0.42 / -0.71 eV
ΔE to the lowest compared entry with this formula, charge and spin   104.8 kcal/mol
Frontier orbital gap (alpha / beta)   8.661 / 7.907 eV

```
10
Properties=species:S:1:pos:R:3:mulliken_charge:R:1
C -1.24 -2.31 -0.48 -0.767
C 1.78 2.73 1.03 -0.382
F 0.55 3.35 1.11 -0.211
P -1.48 -0.47 -0.76 0.014
H -1.52 -2.78 -1.45 0.246
H -1.81 -2.59 0.34 0.273
H -0.18 -2.41 -0.31 0.253
H 1.77 1.89 1.72 0.270
H 2.61 3.06 0.40 0.320
H -0.49 -0.47 -1.60 -0.015
```

---

Computed, not measured: a 2-piece molecular cluster, C2H6IN4 overall at a distorted geometry, with ωB97M-V with the def2-TZVPD basis set.

Values from the calculation:
HOMO (alpha / beta)   -12.3 / -13.6 eV
Lowest unoccupied orbital energy (alpha / beta)   -4.75 / -6.60 eV
Multiplicity   3
ΔE to the lowest compared entry with this formula, charge and spin   0.4 kcal/mol
Charge   +1
Frontier orbital gap (alpha / beta)   7.516 / 7.047 eV

```
13
Properties=species:S:1:pos:R:3:lowdin_spin:R:1
C 0.10 0.55 -1.84 0.358
C 0.73 1.49 1.08 0.124
N -0.32 -0.49 -2.28 0.001
N -0.43 -1.70 -2.42 0.217
N -1.52 -2.37 -2.23 0.269
N 0.54 0.22 0.60 0.804
I 0.45 2.47 -2.33 0.107
H 1.66 1.65 1.64 0.009
H -0.15 1.82 1.63 0.014
H 0.83 2.22 0.22 0.061
H -2.38 -1.98 -1.87 0.007
H -1.45 -3.37 -2.40 0.006
H 1.42 -0.26 0.42 0.022
```

---

Computed, not measured: C2H6INO as an isolated structure at a distorted geometry, with ωB97M-V with the def2-TZVPD basis set.

Values from the calculation:
HOMO (alpha / beta)   -8.9 / -8.9 eV
Lowest unoccupied orbital energy (alpha / beta)   -1.75 / -1.75 eV
ΔE to the lowest compared entry with this formula, charge and spin   56.9 kcal/mol
Frontier orbital gap (alpha / beta)   7.169 / 7.168 eV

```
11
Properties=species:S:1:pos:R:3:mulliken_charge:R:1
C -1.02 -1.53 -0.08 -0.613
C 1.41 1.22 -0.03 -0.747
N -0.49 -0.20 -0.63 -0.303
O 0.65 -0.03 0.10 0.015
I -2.20 1.45 0.64 -0.203
H -0.82 -1.66 1.09 0.265
H -2.12 -1.53 -0.28 0.318
H -0.46 -2.37 -0.58 0.287
H 2.46 0.98 -0.23 0.301
H 1.31 1.80 0.85 0.329
H 1.27 1.87 -0.85 0.351
```

---

Computed, not measured: one molecule with the formula C2H6IOP at a distorted geometry, with ωB97M-V with the def2-TZVPD basis set.

Values from the calculation:
HOMO   -10.1 eV
Lowest unoccupied orbital energy   -0.28 eV
ΔE to the lowest compared entry with this formula, charge and spin   21.2 kcal/mol
Structure (SMILES)   CC[P@H](=O)I
Frontier orbital gap   9.817 eV

```
11
Properties=species:S:1:pos:R:3:mulliken_charge:R:1
C 0.63 -0.46 -0.14 -1.026
C -0.83 -0.02 -0.10 -0.300
P -1.00 1.77 -0.38 0.372
O -2.40 2.21 -0.51 -0.585
I 0.63 2.59 -2.04 -0.008
H 0.78 -1.49 -0.14 0.357
H 0.99 -0.11 -1.14 0.232
H 1.34 -0.13 0.63 0.282
H -1.32 -0.54 0.75 0.349
H -1.43 -0.35 -1.11 0.218
H -0.18 2.23 0.90 0.108
```